# 1
Here is a cluster of 2 separate species, C8H11O3P in total in a non-equilibrium geometry from the OMol25 dataset. Energies are from ωB97M-V/def2-TZVPD.

XYZ file:
```
23
Properties=species:S:1:pos:R:3:forces:R:3:mulliken_charge:R:1
P -2.42498 0.15185 -0.17162 -1.3 -1.3 -2.2 0.968
O -2.78174 -0.08322 1.25411 0.0 -0.8 2.0 -0.818
O -2.99729 1.43232 -0.71556 0.8 1.7 -0.2 -0.840
O -2.75610 -0.97547 -1.17143 0.9 -0.4 0.6 -0.842
C -0.52352 1.81363 1.38971 0.2 -2.5 0.0 -0.937
C 0.23389 -0.95745 0.44722 1.5 -1.3 -0.4 -0.022
C 1.55784 0.89813 -1.25864 -1.8 0.1 -1.6 -0.739
C 1.67959 -0.54965 0.63187 -1.6 0.6 -1.8 -0.918
C -0.49099 0.17692 -0.12565 -3.0 1.9 2.1 0.159
C 0.17944 0.83627 -1.12988 3.1 2.0 -0.9 -0.425
C 2.28467 0.23804 -0.29898 2.7 -1.7 3.2 0.018
C 0.15550 -2.24274 -0.47718 1.5 -0.6 0.2 -1.257
H 0.58100 2.05002 1.48909 -1.5 0.0 -0.1 0.345
H 2.21217 -1.00534 1.38135 1.4 -0.9 1.8 0.446
H 0.77222 -2.10267 -1.42559 -1.6 0.2 0.7 0.242
H -0.91888 -2.46033 -0.49206 0.2 0.0 -1.1 0.336
H 2.02816 1.46069 -2.05745 -0.1 0.2 0.1 0.362
H -1.04595 1.27658 2.27087 1.2 0.7 -1.5 0.221
H 0.69226 -3.17532 -0.06645 -0.6 1.4 0.3 0.349
H -0.26261 1.60747 -1.67016 -1.7 0.8 -1.1 0.425
H -0.30075 -1.26981 1.31362 -0.1 0.0 1.2 0.389
H 3.39083 0.36949 -0.08954 -1.1 0.2 -0.7 0.199
H -1.26477 2.51059 0.97232 0.7 -0.2 -0.3 0.338
```
Positions in Å, forces in eV/Å.

Values from the calculation:
**Energy**: -878.42696 Ha
**E_HOMO**: 0.71 eV
**Energy relative to the best compared isomer or geometry (same formula, charge and spin)**: 100.9 kJ/mol
**Net charge**: -2
**Spin multiplicity**: 1

=====

# 2
Here is a structure of composition C11H14AsClN2O5OsS6 in a non-equilibrium geometry from the OMol25 dataset. Energies are from ωB97M-V/def2-TZVPD.

XYZ file:
```
41
Properties=species:S:1:pos:R:3:forces:R:3:mulliken_spin:R:1
Os -0.55959 -0.84119 1.57085 0.0 0.4 -0.6 2.304
As -0.97786 0.95596 4.18447 0.0 -0.4 -1.4 -0.090
Cl -1.01702 -3.41115 0.12869 0.1 0.0 0.1 -0.004
S -1.53911 2.95814 4.01749 0.0 -0.1 0.5 0.364
S -2.24831 -0.51737 3.01617 0.4 0.3 0.5 0.166
S -0.73677 0.42151 6.19688 0.0 0.3 0.6 0.713
S -1.24537 1.16450 -0.17477 0.1 0.0 0.0 0.150
S 1.62656 -0.38757 -0.97568 -0.2 -0.1 0.1 0.014
S 0.77687 0.42600 2.86120 -0.5 0.0 0.4 0.181
O -0.23029 -3.36938 -1.06373 -0.1 -0.1 0.0 0.001
O -1.82004 -2.13797 0.21474 0.2 -0.1 0.1 0.024
O -0.18306 -3.37281 1.32045 -0.1 -0.2 -0.2 0.036
O -1.90158 -4.51912 0.13928 0.0 0.1 0.0 0.008
O 1.10068 -1.15544 0.22498 0.3 0.0 0.0 0.049
N -3.36578 -0.26063 -1.15028 -0.4 0.3 0.0 0.022
N -1.70320 -0.20839 -2.49875 0.0 0.1 -0.1 0.015
C -2.12428 0.23317 -1.29574 0.0 -0.4 0.0 0.024
C 2.98111 -1.43928 -1.47464 0.0 0.1 0.0 -0.001
C -4.17719 -0.07783 0.04754 0.0 0.0 -0.1 0.015
C 3.40709 0.86837 0.70484 0.0 0.0 0.0 0.002
C -3.72580 -0.99017 -2.27114 0.0 -0.1 0.3 0.001
C -2.68171 -0.96494 -3.11883 0.2 0.1 0.0 0.007
C 3.72780 3.25095 0.70755 0.0 0.0 0.0 0.000
C 4.01957 1.99353 1.22787 0.0 0.0 0.0 -0.003
C 2.51102 1.02031 -0.34554 0.0 -0.1 0.0 -0.001
C 2.19635 2.26770 -0.86039 0.0 0.0 -0.1 0.004
C 2.81797 3.39002 -0.33066 0.0 0.0 0.0 -0.001
H 4.70869 1.89334 2.05662 0.0 0.0 0.0 0.000
H 2.53544 -2.40383 -1.71492 0.0 0.0 0.0 0.000
H -5.21554 -0.26975 -0.20568 0.0 0.0 0.0 0.000
H 3.59049 -0.10776 1.13925 0.0 0.0 0.0 0.000
H 2.57267 4.37276 -0.71360 0.0 0.0 0.0 0.000
H 1.45266 2.36362 -1.64387 0.0 0.0 0.1 0.002
H -0.77994 -0.01253 -2.84325 0.0 0.0 0.0 -0.001
H -3.85507 -0.76249 0.82759 0.0 0.0 -0.1 0.001
H -4.67426 -1.49371 -2.34561 0.0 0.1 0.0 0.001
H 3.45342 -0.99249 -2.35052 0.0 0.0 0.0 0.000
H -4.06222 0.94150 0.40490 0.0 0.0 0.0 -0.006
H 4.20502 4.12828 1.12575 0.0 0.0 0.0 0.000
H -2.54692 -1.41612 -4.08589 0.0 0.0 0.1 0.001
H 3.68751 -1.53776 -0.65362 0.0 0.0 0.0 0.000
```
Positions in Å, forces in eV/Å.

Values from the calculation:
**Energy**: -6088.77691 Ha
**E_HOMO (alpha / beta)**: -7.56 / -7.92 eV
**⟨S²⟩**: 6.032
**Net charge**: 0
**Spin multiplicity**: 5

=====

# 3
Here is a structure of composition C16H32F12N3O14S4 in a non-equilibrium geometry from the OMol25 dataset. Energies are from ωB97M-V/def2-TZVPD.

XYZ file:
```
81
Properties=species:S:1:pos:R:3:forces:R:3:mulliken_charge:R:1
S 0.56551 -2.90839 -3.06092 -0.9 0.4 -2.1 1.065
S 2.54598 3.58702 -1.24932 -0.5 1.3 2.6 1.029
S -0.89156 -0.71327 -3.95542 -0.2 0.7 0.5 1.310
S 0.64523 4.19341 0.80536 1.0 1.3 -0.4 1.084
F 0.12523 1.08525 -5.53369 -0.3 0.2 0.2 -0.201
F 1.11370 3.43323 -3.36243 -1.6 -0.1 -0.7 -0.213
F -0.80841 -0.52859 -6.59817 -0.1 0.0 0.7 -0.259
F 3.17783 3.05485 -3.60430 0.9 0.3 -0.8 -0.253
F 0.63862 2.31840 2.59369 0.5 -0.2 0.7 -0.227
F 2.68803 -3.71829 -4.35580 0.7 -1.8 -3.2 -0.223
F -0.76867 3.96254 2.78796 -0.7 -0.2 0.9 -0.232
F 3.08956 -2.29308 -2.92314 1.4 2.1 0.8 -0.222
F -1.08900 2.32220 1.37608 -0.8 0.0 -0.2 -0.249
F -2.05587 0.82328 -5.48085 -0.3 0.9 -0.2 -0.208
F 2.53735 -4.21954 -2.27024 0.5 -1.4 0.6 -0.232
F 2.03673 1.56419 -2.68810 -1.2 -2.6 0.0 -0.173
O 2.64454 4.97315 -1.52101 -0.3 1.3 -0.5 -0.691
O -0.67239 0.38988 -3.07582 0.3 1.1 1.2 -0.947
O 1.59269 4.82586 1.62391 1.8 1.2 1.9 -0.728
O -0.38938 5.01141 0.32146 -2.1 0.9 -1.2 -0.696
O -0.13976 -2.37217 5.01243 0.1 0.0 1.1 -0.087
O -1.81441 -0.75969 1.31309 0.2 0.4 -0.3 -0.103
O 1.99550 -3.31961 3.42707 -0.8 0.1 0.7 -0.332
O 3.76972 2.93783 -0.92483 0.3 -1.2 0.6 -0.697
O 0.38900 -2.51149 -1.71804 -0.1 1.0 2.2 -0.619
O 1.99342 -1.04542 1.38158 0.6 0.6 -0.9 -0.339
O -2.68066 0.46915 -0.89216 -1.3 -0.1 -0.6 0.411
O -3.19097 2.62806 -2.88396 0.8 0.4 -0.6 -0.438
O -2.14076 -1.34142 -3.89526 -2.5 -1.1 0.2 -0.768
O 0.01329 -4.17267 -3.41998 -0.6 -0.2 -0.7 -0.675
N 0.25767 -1.66583 -4.06093 3.4 -3.2 0.2 -0.563
N 0.17410 0.22053 -0.58868 0.9 1.4 0.1 2.539
N 1.32137 3.29352 -0.21234 1.3 -3.0 -3.0 -0.428
C 1.22779 -2.43398 5.43454 -1.0 -0.3 -0.5 -0.894
C -3.15016 -0.89908 0.93665 -0.2 -1.0 -0.7 -0.801
C 2.01581 -2.15580 4.21476 0.7 0.3 -0.2 0.044
C -3.20709 -0.82062 -0.60799 0.0 0.3 1.6 -0.676
C -3.66082 1.52726 -0.87567 1.0 -0.3 -0.2 -0.967
C -1.61482 -0.77283 2.70094 0.5 0.1 0.0 -1.140
C 3.16215 -0.29131 0.99037 -0.6 0.2 -0.7 -0.834
C -1.00341 -2.48561 6.13161 -1.0 0.0 -1.1 -0.950
C -0.88665 0.21795 -5.45867 0.6 -0.5 -2.5 0.413
C -2.94736 2.71906 -1.49698 -1.3 -0.5 -0.4 0.033
C 2.09348 -2.43523 1.14817 -0.3 -0.9 0.3 -0.069
C 2.35485 -3.32222 -3.20889 -2.1 1.9 1.6 0.629
C -2.27466 3.42565 -3.65180 -0.5 -0.3 0.7 -0.567
C 2.75192 -3.21410 2.28775 0.0 -0.6 -1.6 -0.975
C -0.19356 3.12571 1.95372 0.3 -0.8 -0.6 0.597
C 2.13406 2.83489 -2.82690 1.1 1.5 0.6 0.646
H 0.47748 1.22277 -0.42096 -0.2 -1.1 -0.3 -0.287
H -2.40322 -0.23648 3.24166 0.0 0.0 -0.1 0.462
H -2.55911 3.34858 -4.70821 0.2 -0.1 0.4 0.237
H 3.93079 -0.30569 1.74544 0.3 -0.1 0.4 0.318
H -1.90538 2.70798 -1.20417 0.5 -0.3 -0.2 -0.242
H -0.04616 0.11626 -1.61132 0.1 0.1 0.4 -0.048
H -3.98330 1.80572 0.12199 0.1 -0.2 0.6 0.302
H 1.06886 -2.82322 0.99626 0.3 0.3 0.2 0.249
H -2.60271 -1.55838 -1.13264 0.5 0.0 0.3 0.102
H -3.48730 -1.87518 1.29392 -0.4 -0.2 0.0 0.430
H -1.25050 3.10896 -3.44307 0.0 -0.2 -0.4 0.064
H -1.03423 -1.55993 6.70783 0.3 -0.1 0.3 0.359
H -3.76062 -0.11030 1.41716 0.1 -0.2 -0.3 0.379
H -0.69789 0.09406 -0.07172 -0.1 -0.3 0.3 -0.129
H -1.52011 -1.79191 3.06997 -0.1 -0.1 0.1 0.423
H -0.75856 -3.36743 6.69871 0.3 -0.2 0.7 0.370
H 3.58752 -0.63930 0.03376 -0.2 -0.2 0.3 0.319
H -3.31881 3.65642 -1.09827 -0.4 0.4 0.1 0.581
H -0.66795 -0.26284 2.83500 0.2 0.0 0.4 0.087
H 1.48011 -3.42540 5.80371 -0.1 -0.4 0.0 0.337
H 1.43516 -1.77379 6.26070 0.0 0.8 0.2 0.496
H 3.05580 -1.98738 4.44483 0.7 0.4 0.5 0.349
H 2.85686 0.74704 0.79681 0.0 -0.2 0.4 0.180
H 3.77968 -2.86632 2.46951 0.0 0.1 0.2 0.375
H -4.23022 -1.08603 -0.92131 0.0 0.9 -0.2 0.443
H 2.63077 -2.71214 0.23192 0.1 0.5 -0.1 0.208
H -2.34189 4.45848 -3.32376 -0.1 0.4 -0.1 0.395
H -2.03889 -2.66071 5.78343 0.5 0.2 -0.2 0.228
H -4.54410 1.15553 -1.41398 0.2 0.6 -0.2 0.419
H 0.91795 -0.41475 -0.25432 -0.6 0.2 0.0 0.072
H 2.79100 -4.24688 1.92736 0.4 0.0 -0.2 0.396
H 1.66418 -1.26175 3.68494 -0.2 -0.3 0.1 -0.002
```
Positions in Å, forces in eV/Å.

Values from the calculation:
**Energy**: -4637.55024 Ha
**E_HOMO**: -7.16 eV
**Net charge**: -1
**Spin multiplicity**: 1